1.
{
  "formula": "C8H28F2InNO12S2",
  "method": "ωB97M-V/def2-TZVPD",
  "symbols": ["In", "S", "S", "F", "F", "O", "O", "O", "O", "O", "O", "O", "O", "O", "O", "O", "O", "N", "C", "C", "C", "C", "C", "C", "C", "C", "H", "H", "H", "H", "H", "H", "H", "H", "H", "H", "H", "H", "H", "H", "H", "H", "H", "H", "H", "H", "H", "H", "H", "H", "H", "H", "H", "H"],
  "positions_angstrom": [[-1.508119, -0.437816, 3.396760], [0.827311, 0.216294, 0.116080], [-1.337599, 0.678924, -0.505170], [-2.566519, -0.058716, 0.158660], [1.775191, 0.270544, 1.395240], [0.963591, -2.373766, 3.171620], [-2.052089, 1.989884, -0.494380], [-0.076989, 2.252534, 3.594630], [0.006811, -3.867076, 0.062230], [1.493281, 3.464804, -3.529560], [1.361461, 1.359294, -0.580070], [-0.628529, -1.666046, -5.851810], [4.079431, 2.864434, 0.392730], [1.066841, -1.150946, -0.338350], [2.321171, -5.170226, 2.139430], [-1.220939, -0.039746, -1.738750], [-5.865329, 0.018114, 0.622630], [-0.406019, 0.327444, 0.896210], [2.979581, -4.141036, 2.834970], [-0.422679, -3.999646, -1.228230], [-5.775859, -1.321236, 0.016960], [-0.491969, -0.734876, -4.778770], [0.231761, 3.422374, -2.891380], [3.248691, 3.370364, 1.453710], [2.362081, -2.688936, 3.228770], [-0.706499, 3.239964, 2.936220], [0.602191, 2.606284, 4.173580], [-0.474979, 4.091864, -3.381700], [3.398601, -4.620616, 3.719570], [-1.245039, -3.318666, -1.447510], [4.876201, 2.569164, 0.839480], [-5.985619, 0.718474, -0.022840], [0.420971, -3.854276, -1.902940], [3.920121, -3.871886, 2.354300], [0.882571, -3.498396, -0.074610], [-1.479829, -0.501726, -4.381460], [-6.481089, -2.051566, 0.413650], [-0.078149, 0.188644, -5.183700], [-0.127869, 4.157974, 2.833580], [-0.613989, -5.070026, -1.304280], [2.667351, -2.496986, 4.257390], [-0.847579, -1.037346, -6.543440], [2.167471, 3.006394, -3.022690], [-0.157709, 2.404354, -2.884040], [-4.827139, -1.700816, 0.396370], [2.258431, 3.422934, 1.001260], [-1.190089, 2.913124, 2.015670], [0.180811, 3.753344, -1.854100], [-5.850019, -1.262856, -1.068940], [3.388231, 4.407484, 1.758680], [3.205221, 2.767624, 2.360860], [-1.491649, 3.441734, 3.664860], [3.015981, -1.920906, 2.815710], [0.208531, -1.068246, -4.013090]],
  "atomic_forces_ev_per_a": [[1.5211, -0.6843, -0.5649], [11.0700, -4.1636, 0.2447], [-7.4425, 2.1532, 1.7852], [-0.8759, -1.5923, 0.4823], [0.4134, -0.0178, 0.4154], [1.3487, -0.4837, -0.2852], [3.4702, -1.4293, -0.5152], [2.6605, -3.2119, 0.8697], [1.0717, 0.6912, 1.4259], [-0.0263, 0.6428, -0.2558], [-1.3919, -0.1837, -1.0191], [0.1408, 0.3693, -0.0903], [0.0327, 0.5501, 1.3697], [-0.2509, 2.2993, -0.6792], [0.7351, 1.7260, 0.9262], [1.3636, 0.7184, 0.5303], [-0.5371, -1.1772, 0.0667], [-6.3627, 2.3295, -1.0511], [-1.1866, 0.5557, -0.5712], [0.1276, -1.1613, -1.0171], [0.6790, 1.2336, 0.8304], [0.0853, 0.4509, 0.1322], [-0.4441, -0.4018, 0.4401], [-1.1896, 0.1823, -0.9706], [-2.4224, 0.2502, 0.8437], [-2.4772, 2.1582, 0.3581], [0.0200, -0.1965, -0.0705], [0.2326, -0.1384, -0.5573], [-0.2883, -0.3418, 0.6342], [-0.1940, -0.2382, -0.3556], [0.2492, -0.1511, -0.2960], [0.0487, -0.3883, -0.2754], [-0.2163, 0.4328, -0.5171], [0.3599, -0.2238, -0.7472], [0.0302, 0.3860, 1.2827], [0.1412, -0.0811, 0.4521], [-0.7011, 0.5665, 0.0284], [0.1144, 0.2501, 0.1521], [0.1593, -0.0855, -0.4833], [-1.0569, -0.0821, -0.7764], [0.2689, -0.7637, 0.9560], [-0.1209, -0.6811, -0.6269], [-0.2662, -0.1616, 0.3483], [-0.1996, -0.0236, -0.1472], [0.3025, -0.0418, -0.7375], [-0.2033, -0.4566, 0.2071], [0.4797, -0.0483, -0.1769], [0.6719, 0.0184, 0.2313], [0.2482, -0.1911, 0.1235], [0.9529, 0.2299, -0.1289], [0.1563, -0.3794, -0.2256], [-0.9775, 1.1811, -0.5725], [0.0275, 0.1252, -1.4165], [-0.3517, -0.3197, -0.0058]],
  "lowdin_charge": [0.9577, 0.3349, 0.5637, -0.2514, -0.1973, -0.4621, -0.3072, -0.2175, -0.1152, -0.1165, -0.2697, -0.1298, -0.1079, -0.2643, -0.0272, -0.2527, -0.1467, -0.3069, -0.2794, -0.2088, -0.1198, -0.1634, -0.1780, -0.1679, -0.3947, -0.2033, 0.0985, 0.0765, 0.1002, 0.0763, 0.0667, 0.0617, 0.0795, 0.0918, 0.0535, 0.0695, 0.0634, 0.0749, 0.0898, 0.0717, 0.0580, 0.0591, 0.0717, 0.0566, 0.0653, 0.0641, 0.0746, 0.0683, 0.0782, 0.0631, 0.0761, 0.0782, 0.0621, 0.0818],
  "homo_energy_ev": [-3.780, -3.707],
  "s_squared": 0.755,
  "multiplicity": 2,
  "energy_ha": -2465.13971,
  "lumo_energy_ha": [0.06860, 0.06856],
  "charge": -1
}

2.
{
  "formula": "C8H28IN8O8",
  "method": "ωB97M-V/def2-TZVPD",
  "symbols": ["I", "O", "O", "O", "O", "O", "O", "O", "O", "N", "N", "N", "N", "N", "N", "N", "N", "C", "C", "C", "C", "C", "C", "C", "C", "H", "H", "H", "H", "H", "H", "H", "H", "H", "H", "H", "H", "H", "H", "H", "H", "H", "H", "H", "H", "H", "H", "H", "H", "H", "H", "H", "H"],
  "positions_angstrom": [[0.999152, -0.638497, 0.324051], [3.360452, 1.760623, -0.539859], [-1.999718, -0.934567, 2.345971], [0.777452, 1.458123, -4.194709], [1.676442, 3.239033, 1.821261], [-4.413258, -1.289097, 4.083071], [-3.615018, -0.954327, -3.523149], [-1.615588, 4.249963, -0.275369], [-0.044418, -5.783877, 2.257331], [-1.782578, 0.184313, -3.613149], [-1.674228, 2.238393, 0.585931], [-2.160508, -1.013617, -1.845409], [2.807122, 1.229513, -5.062509], [-0.327738, -3.947237, 1.138921], [2.394472, 0.384923, -3.138939], [-0.027858, 2.749213, -0.724409], [1.439662, -4.088597, 2.293021], [-2.260508, -1.948867, 3.307821], [1.921512, 1.040583, -4.148569], [2.765412, 3.715813, 0.976531], [0.342462, -4.681207, 1.918281], [-3.715908, -2.375127, 3.594681], [-2.576788, -0.580497, -3.033889], [-1.165058, 3.099243, -0.239499], [3.641022, 2.491753, 0.682771], [-1.786068, -1.616927, 4.231301], [-3.780208, -3.281807, 4.196271], [-1.043968, -0.870827, 2.282141], [2.683772, 1.129853, -0.283269], [-1.137518, -4.415277, 0.757731], [-4.184418, -2.622927, 2.642211], [-1.488848, 1.252073, 0.472281], [-1.342998, -0.699957, -1.342029], [2.528122, 2.007283, -5.643309], [2.285912, -4.548027, 2.597751], [-0.040008, -3.060287, 0.750801], [-1.761728, -2.849217, 2.949091], [-2.412858, 2.445763, 1.242841], [3.337902, 4.375923, 1.628151], [1.185022, 2.655133, 1.238881], [3.715952, 0.954453, -4.718329], [1.819942, 0.055303, -2.376469], [2.497552, 4.165443, 0.020401], [-2.014958, 0.647333, -4.480169], [4.715252, 2.676323, 0.691111], [-3.895048, -0.758507, 4.692601], [-0.819568, 0.361423, -3.365449], [-2.905628, -1.456457, -1.326959], [0.604612, 3.412703, -1.148529], [3.299822, 0.021483, -3.400399], [1.499592, -3.194717, 1.826661], [3.420612, 1.819243, 1.511781], [0.273752, 1.789243, -0.637279]],
  "atomic_forces_ev_per_a": [[0.0496, -0.1661, 0.1476], [-0.1360, 0.8371, 0.6019], [-1.0273, 0.3539, -0.4638], [-1.2679, 0.4584, -0.1415], [0.5645, 0.7462, -1.0596], [-1.4140, 0.7759, 0.6254], [-2.0450, -0.5546, -0.2021], [0.3292, -0.3576, -0.7784], [0.0404, -0.9037, 0.3727], [5.0356, 5.0831, -3.9725], [-2.1014, -4.1778, 2.6010], [0.1108, -1.7459, 3.0996], [1.9956, 0.6579, -2.8168], [-4.8744, 3.0639, -4.5408], [1.7409, -2.3209, 2.6509], [4.5417, -1.5866, -2.6286], [3.6122, 2.2032, 1.2234], [0.5303, -1.5605, 0.4201], [-4.1330, 0.9537, 0.9142], [0.4456, -1.4950, 0.9348], [0.7621, -4.4390, 2.4064], [1.2423, 1.1392, -1.6620], [-2.6786, -2.5491, 0.7766], [-2.3867, 5.4546, 1.6069], [0.2996, -0.6157, -0.0602], [-0.0571, -0.2325, 0.4207], [0.4078, 0.0719, 0.3959], [-0.0529, -0.0192, 0.1100], [0.0886, -0.0727, -0.3855], [-0.0739, 0.4805, -0.1096], [-0.0825, -0.0780, -0.1392], [-0.1361, 0.0967, 0.1769], [-0.4873, 0.2584, -0.2857], [1.0712, -0.1144, -0.4312], [-0.4857, -0.0317, 0.0215], [-0.2236, -0.4976, 0.0962], [0.2221, -0.2458, 0.3026], [0.0069, 0.3360, -0.6379], [-0.1403, 0.2774, -0.3137], [-0.6606, 0.0749, 0.0199], [0.4436, 1.1135, -1.4264], [0.4252, -0.0321, -0.4570], [-0.4460, 0.3560, 0.2501], [-0.2621, -0.4295, 0.1345], [-0.0730, 0.3186, -0.1629], [0.1669, -0.1928, 0.0647], [-0.1429, 0.1482, 0.2090], [0.3931, -0.0734, 0.2001], [-0.4987, -0.1842, -0.2560], [-0.2028, -0.8199, 1.6650], [1.1587, -0.1243, 0.5548], [0.3314, -0.0768, 0.2399], [0.0740, 0.4383, -0.3121]],
  "lowdin_charge": [0.8462, -0.1364, -0.1108, 0.0256, -0.0804, -0.0487, 0.0498, 0.0323, 0.0476, 0.1928, 0.1755, 0.1571, 0.1825, 0.1514, 0.1776, 0.1682, 0.1745, -0.2369, -0.7935, -0.1928, -0.8280, -0.2512, -0.8208, -0.7681, -0.2225, 0.1202, 0.1214, -0.0293, -0.1302, 0.1405, 0.1222, 0.0420, -0.0085, 0.1384, 0.1269, -0.0289, 0.0942, 0.1316, 0.1214, 0.0166, 0.1158, 0.0300, 0.1138, 0.1363, 0.1181, 0.0893, 0.0712, 0.1127, 0.1280, 0.1148, 0.0171, 0.1081, -0.0248],
  "homo_energy_ev": [-9.608, -9.534],
  "s_squared": 0.753,
  "multiplicity": 2,
  "energy_ha": -1659.23327,
  "lumo_energy_ha": [-0.01847, -0.21828],
  "charge": 0
}

3.
{
  "formula": "C8H28N4O6",
  "method": "ωB97M-V/def2-TZVPD",
  "symbols": ["O", "O", "O", "O", "O", "O", "N", "N", "N", "N", "C", "C", "C", "C", "C", "C", "C", "C", "H", "H", "H", "H", "H", "H", "H", "H", "H", "H", "H", "H", "H", "H", "H", "H", "H", "H", "H", "H", "H", "H", "H", "H", "H", "H", "H", "H"],
  "positions_angstrom": [[-12.589000, 0.034000, 22.527000], [-11.719000, 6.159000, 23.666000], [-15.820000, 1.098000, 19.699000], [-11.398000, 1.377000, 27.534000], [-14.549000, 2.490000, 25.158000], [-15.703000, 5.459000, 20.822000], [-10.215000, 0.380000, 22.200000], [-12.079000, 0.306000, 25.517000], [-11.503000, 2.117000, 22.660000], [-11.224000, 2.172000, 25.356000], [-11.585000, 1.307000, 26.181000], [-14.910000, 0.417000, 20.411000], [-14.551000, 3.654000, 21.606000], [-12.576000, 5.290000, 24.500000], [-15.066000, 1.417000, 24.521000], [-11.431000, 0.812000, 22.414000], [-16.192000, 4.831000, 23.045000], [-15.247000, 5.019000, 21.916000], [-13.689000, 2.253000, 25.503000], [-10.687000, 2.997000, 25.669000], [-12.370000, 2.533000, 23.024000], [-14.142000, 3.090000, 22.492000], [-10.237000, -0.444000, 21.598000], [-12.193000, 0.298000, 24.542000], [-15.636000, 4.745000, 20.196000], [-13.909000, 0.841000, 20.213000], [-15.179000, 2.973000, 21.107000], [-12.209000, 5.252000, 25.564000], [-10.779000, 2.782000, 22.297000], [-14.555000, 5.771000, 22.235000], [-16.122000, 1.325000, 24.545000], [-14.931000, 1.343000, 23.484000], [-16.644000, 0.636000, 19.854000], [-15.262000, 0.459000, 21.415000], [-12.696000, 4.387000, 24.124000], [-11.606000, 7.040000, 24.051000], [-9.503000, 1.003000, 21.937000], [-11.217000, 2.069000, 24.258000], [-14.888000, -0.629000, 20.085000], [-13.796000, 3.808000, 20.925000], [-16.989000, 4.230000, 22.742000], [-15.705000, 4.367000, 23.905000], [-13.533000, 5.820000, 24.547000], [-14.768000, 0.585000, 25.109000], [-12.426000, -0.499000, 26.014000], [-16.637000, 5.728000, 23.329000]],
  "atomic_forces_ev_per_a": [[6.3893, 3.7394, -0.5073], [-0.0804, -1.3114, 0.2272], [-2.3591, 1.7609, -2.3339], [-1.1734, -0.3558, -6.1006], [0.5817, 2.8969, 0.4636], [-3.5689, 2.5785, -6.7080], [0.4800, -3.1661, -1.5567], [-2.1107, -4.2502, 1.3928], [-0.0695, 2.9394, -0.4741], [3.5000, 7.5037, -5.2945], [0.9272, -2.1266, 9.3095], [2.0636, -1.5534, 0.3592], [0.1404, 0.3212, 3.1497], [0.8627, 6.6139, 2.6764], [-1.1297, -1.9227, 0.5564], [-7.3137, -2.9868, 0.7784], [0.5304, -0.6385, 0.6210], [3.8148, -3.5455, 5.5693], [0.1699, 0.0260, 0.2175], [-0.6776, -0.9084, 0.0682], [0.3762, -0.4168, -0.9382], [-0.5005, 0.8009, -0.7161], [0.3289, -0.0637, 0.6148], [-0.3048, -0.1608, -1.2694], [-0.5280, 0.0862, -0.8931], [-0.4642, -0.1362, 0.6219], [-1.5110, -0.7599, -0.4261], [-0.0986, -0.2203, -1.0441], [-1.1527, -0.9345, 0.5707], [1.3382, 0.1898, 0.7830], [-1.5074, 0.7843, 0.6957], [1.3225, -0.2201, -1.5717], [-0.4584, 0.2985, -0.3234], [0.8662, -0.2134, 1.4174], [-0.2300, -3.9946, -2.0540], [-0.3342, -0.5517, 0.1773], [0.8953, 1.0098, -0.0968], [0.0880, -0.0050, 3.4833], [0.3232, -0.1843, 0.2017], [2.2123, 0.5448, -1.4813], [-1.4076, -1.3947, -0.5090], [0.0048, 0.1043, -0.0434], [-0.1845, -0.5540, 0.0590], [0.4950, -1.5693, -0.3397], [0.0743, 0.1238, 0.0210], [-0.6199, 1.8224, 0.6463]],
  "lowdin_charge": [-0.1029, -0.1427, -0.1067, -0.1143, -0.0809, 0.0470, 0.1962, 0.1806, 0.1280, 0.1392, -0.7006, -0.2315, -0.0123, -0.1077, -0.2039, -0.5672, -0.0326, -0.5956, 0.0471, 0.1406, 0.0942, 0.0629, 0.1408, 0.0395, 0.1012, 0.0889, 0.0484, 0.1032, 0.1705, 0.1251, 0.0773, 0.0306, 0.0907, 0.0602, -0.0225, 0.0743, 0.1016, 0.0851, 0.0887, 0.0593, 0.0694, 0.0742, 0.0829, 0.0777, 0.1323, 0.0636],
  "homo_energy_ev": -9.022,
  "multiplicity": 1,
  "energy_ha": -991.90957,
  "e_above_lowest_kj_mol": 587.96,
  "lumo_energy_ha": -0.00552,
  "charge": 0,
  "smiles": "NC(N)=O.NC(N)=O.CC(C)O.CO.CO.CO"
}